# 1
C5H6N2O | the ωB97M-V functional and the def2-TZVPD basis

Geometry as XYZ:
```
14
Properties=species:S:1:pos:R:3:forces:R:3:nbo_charge:R:1
O 1.778 -0.565 1.845 -0.497 0.907 0.401 -0.4903
C 0.951 -0.320 1.021 1.005 -3.455 -1.806 0.6115
C -0.511 0.053 0.871 -0.494 -0.807 2.904 -0.1585
C -0.638 -1.043 -0.162 -0.170 -1.096 -0.493 -0.4373
C 0.812 -0.828 -0.520 1.935 1.115 1.311 -0.1796
N 0.955 0.414 -1.257 1.268 -1.950 -2.018 -0.4683
C 0.206 1.314 -0.892 -1.598 2.818 -0.910 0.2639
N -0.473 1.309 0.279 -2.520 3.659 -0.313 -0.6194
H -1.121 0.050 1.771 -0.099 -0.046 0.024 0.2263
H -0.728 -2.038 0.275 -0.372 0.142 0.061 0.2291
H -1.338 -0.867 -0.979 -0.120 -0.068 0.113 0.2215
H 1.453 -1.550 -1.013 -0.148 -0.458 0.450 0.2188
H -0.051 2.106 -1.596 0.484 0.530 0.419 0.1800
H -1.296 1.966 0.358 1.326 -1.291 -0.142 0.4023
```
Positions in Å, forces in eV/Å.

Values from the calculation:
- SMILES = O=C1[C@@H]2C[C@H]1N=CN2
- molecular weight (g mol⁻¹) = 110.1
- Kohn-Sham gap (eV) = 8.910

# 2
C33H54AsBMnN6S3 | the ωB97M-V functional and the def2-TZVPD basis

Geometry as XYZ:
```
99
Properties=species:S:1:pos:R:3:forces:R:3:lowdin_charge:R:1
Mn -0.261 -0.476 -0.200 0.061 0.111 0.481 0.1822
C 3.749 2.694 -0.997 0.028 -0.071 0.052 -0.0374
C 3.676 1.497 -0.093 0.193 0.367 -0.305 -0.2430
C 4.775 0.900 0.438 0.361 0.100 0.099 0.0866
C 4.666 -0.254 1.251 0.180 -0.135 0.161 -0.1772
N 3.492 -0.713 1.606 -0.245 0.214 -0.222 0.1995
N 2.400 -0.095 1.113 -0.135 -0.394 0.165 0.0117
B 0.974 -0.467 1.628 0.098 -0.052 0.074 -0.6201
N 0.815 -1.781 2.491 0.018 0.171 -0.190 0.0278
N 1.772 -2.085 3.374 -0.410 0.073 -0.132 0.2011
C 1.550 -3.078 4.209 0.203 -0.066 0.155 -0.1635
C 0.336 -3.793 4.188 0.089 -0.261 0.213 0.0963
C -0.655 -3.470 3.311 -0.409 -0.185 0.006 -0.2235
C -1.976 -4.197 3.283 0.146 0.149 0.053 -0.0348
C -0.373 -2.407 2.428 0.066 0.009 -0.025 -0.5294
S -1.566 -1.905 1.277 0.062 -0.263 0.056 0.7550
C 2.647 -3.362 5.231 -0.087 0.028 0.026 -0.5323
C 4.014 -3.303 4.546 -0.030 -0.039 0.073 -0.0443
C 2.463 -4.732 5.890 0.000 -0.104 0.008 -0.0483
C 2.557 -2.262 6.306 0.003 0.035 0.035 -0.0232
N 0.442 0.693 2.550 0.303 -0.285 -0.274 0.0080
N 1.416 1.017 3.410 -0.174 0.114 -0.082 0.1996
C 1.191 1.962 4.283 0.167 0.085 0.190 -0.1711
C -0.068 2.595 4.340 0.041 0.161 0.191 0.0912
C -1.068 2.258 3.480 -0.423 0.122 -0.075 -0.2142
C -2.411 2.939 3.517 0.174 -0.098 -0.075 -0.0395
C -0.773 1.243 2.528 -0.134 -0.024 0.035 -0.5388
S -1.995 0.758 1.384 -0.019 0.284 0.130 0.7664
C 2.328 2.335 5.220 -0.100 0.034 0.039 -0.5409
C 3.610 1.604 4.827 0.100 -0.046 -0.078 -0.0577
C 1.919 1.945 6.653 -0.026 -0.004 0.042 -0.0197
C 2.564 3.851 5.137 0.010 0.092 0.038 -0.0287
C 2.436 0.907 0.219 -0.225 -0.128 0.105 -0.5891
S 0.976 1.453 -0.510 0.182 0.399 -0.002 0.7743
C 5.905 -0.972 1.810 -0.060 -0.012 -0.129 -0.5223
C 6.129 -0.479 3.250 0.011 0.107 0.038 -0.0287
C 7.149 -0.645 0.971 0.080 -0.018 -0.006 -0.0501
C 5.691 -2.495 1.783 -0.120 0.003 -0.169 -0.0434
H 4.784 3.004 -1.144 -0.097 -0.033 0.029 0.0948
H 3.184 3.535 -0.582 0.041 -0.107 -0.012 0.0948
H 3.307 2.468 -1.971 0.034 -0.004 0.065 0.0856
H 5.753 1.319 0.236 -0.056 -0.097 -0.039 0.1302
H 0.183 -4.612 4.882 0.047 0.111 -0.063 0.1310
H -1.945 -5.065 3.940 0.018 0.072 -0.025 0.0952
H -2.231 -4.529 2.276 0.054 0.008 -0.002 0.0814
H -2.786 -3.540 3.615 0.114 -0.030 -0.040 0.1014
H 4.119 -4.104 3.804 -0.034 0.082 0.144 0.0960
H 4.804 -3.428 5.293 -0.099 0.013 -0.098 0.1076
H 4.154 -2.348 4.040 -0.075 -0.139 0.186 0.0379
H 2.395 -5.540 5.150 0.022 0.142 0.125 0.1000
H 1.584 -4.774 6.543 0.110 0.017 -0.112 0.0909
H 3.334 -4.935 6.517 -0.084 -0.003 -0.038 0.0989
H 2.715 -1.274 5.862 -0.008 -0.119 0.044 0.0586
H 3.324 -2.428 7.068 -0.104 0.023 -0.107 0.1027
H 1.580 -2.269 6.802 0.105 0.001 -0.051 0.0966
H -0.248 3.362 5.084 0.043 -0.023 -0.020 0.1376
H -2.478 3.600 4.377 0.030 -0.013 -0.007 0.0933
H -3.225 2.214 3.565 0.048 -0.027 0.002 0.0848
H -2.565 3.535 2.614 0.030 -0.051 0.030 0.1002
H 3.475 0.519 4.812 0.000 0.152 0.035 0.0536
H 4.395 1.851 5.546 -0.060 -0.026 -0.081 0.1030
H 3.948 1.908 3.828 -0.052 -0.047 0.159 0.0860
H 1.714 0.872 6.728 0.033 0.118 -0.006 0.0813
H 1.031 2.491 6.990 0.115 -0.076 -0.063 0.0904
H 2.735 2.184 7.343 -0.108 -0.020 -0.093 0.1009
H 2.808 4.159 4.115 -0.019 -0.033 0.104 0.0963
H 3.408 4.118 5.780 -0.100 -0.022 -0.076 0.1002
H 1.701 4.432 5.477 0.111 -0.094 -0.045 0.0859
H 6.390 0.587 3.255 -0.043 -0.135 0.026 0.0940
H 6.957 -1.029 3.712 -0.133 0.088 -0.106 0.1028
H 5.236 -0.609 3.866 0.134 -0.009 -0.084 0.0535
H 7.478 0.393 1.092 -0.051 -0.155 -0.019 0.0870
H 6.990 -0.844 -0.096 0.007 0.018 0.156 0.0972
H 7.975 -1.282 1.303 -0.103 0.102 -0.037 0.1000
H 4.749 -2.785 2.253 0.267 0.108 -0.257 0.0306
H 6.512 -2.991 2.313 -0.124 0.099 -0.090 0.1028
H 5.691 -2.860 0.748 0.002 0.048 0.150 0.0912
C 2.516 -3.949 0.161 -0.029 -0.107 0.058 -0.1514
C 1.178 -4.085 -0.573 0.212 0.164 0.309 -0.3911
As 0.700 -2.450 -1.498 -0.460 -0.265 -0.413 1.1872
C -0.902 -2.957 -2.516 0.290 -0.345 -0.120 -0.4120
C -0.808 -4.307 -3.227 -0.099 0.068 0.027 -0.1464
C 2.049 -2.333 -2.883 0.308 0.273 0.168 -0.3857
C 3.177 -1.365 -2.507 0.007 -0.163 -0.088 -0.1543
H 2.752 -4.876 0.693 -0.009 0.105 -0.055 0.0851
H 2.512 -3.132 0.893 -0.007 -0.118 -0.116 0.0346
H 3.339 -3.760 -0.534 -0.086 -0.027 0.040 0.0652
H 0.365 -4.324 0.113 -0.032 -0.024 0.046 0.0632
H 1.212 -4.865 -1.327 0.052 -0.153 -0.065 0.0712
H -1.050 -2.155 -3.233 -0.039 0.140 -0.116 0.0681
H -1.746 -2.941 -1.834 -0.178 0.002 0.163 0.0471
H 0.070 -4.366 -3.869 0.057 0.003 -0.047 0.0709
H -1.685 -4.459 -3.859 0.039 0.002 0.033 0.0834
H -0.768 -5.136 -2.520 -0.004 0.022 -0.002 0.0684
H 1.540 -2.014 -3.790 -0.009 0.051 -0.101 0.0792
H 2.419 -3.342 -3.048 0.093 -0.086 -0.072 0.0794
H 2.795 -0.355 -2.362 -0.071 0.071 -0.019 0.0463
H 3.928 -1.326 -3.295 0.006 -0.006 -0.005 0.0842
H 3.681 -1.666 -1.585 -0.033 -0.020 -0.015 0.0528
```
Positions in Å, forces in eV/Å.

Values from the calculation:
- molecular weight (g mol⁻¹) = 771.7
- Kohn-Sham gap (alpha / beta) (eV) = 6.699 / 5.881
- total charge = +2
- 2S+1 = 6
- ⟨S²⟩ = 9.102

# 3
C41H37N10O3RuS2 | the ωB97M-V functional and the def2-TZVPD basis

Geometry as XYZ:
```
94
Properties=species:S:1:pos:R:3:forces:R:3:lowdin_charge:R:1
Ru 0.666 0.554 -0.623 -0.344 1.322 1.269 1.2372
C -0.425 -1.102 -4.551 -0.098 0.218 0.046 -0.0468
C 0.303 -0.821 -3.401 0.025 -0.100 -0.078 -0.0416
N -0.204 -0.029 -2.456 0.255 -0.503 -0.026 -0.0137
C -1.436 0.493 -2.648 0.019 -0.036 -0.104 -0.1934
C -2.126 0.209 -3.815 0.036 0.114 -0.004 -0.0390
N -1.623 -0.576 -4.757 -0.171 -0.060 -0.090 0.1372
C -1.931 1.366 -1.569 -0.170 -0.295 0.041 -0.1675
C -2.986 2.250 -1.680 -0.052 -0.048 -0.068 0.0877
C -3.233 3.158 -0.651 -0.034 0.021 -0.055 -0.1075
C -2.378 3.160 0.451 0.058 0.043 0.175 0.0804
C -1.350 2.244 0.515 -0.124 -0.115 0.130 -0.1707
N -1.199 1.309 -0.442 0.345 0.471 -0.145 0.0053
C -0.266 2.259 1.521 -0.040 -0.061 0.169 -0.1810
C -0.340 2.871 2.763 -0.074 0.052 -0.069 -0.0277
N 0.677 2.865 3.617 -0.041 -0.018 0.063 0.1301
C 1.790 2.254 3.242 -0.168 0.217 0.014 -0.0552
C 1.894 1.636 2.003 0.186 -0.110 -0.102 -0.0850
N 0.866 1.627 1.164 0.499 -0.102 0.121 -0.0761
C -4.318 4.152 -0.781 -0.053 -0.062 -0.021 -0.1896
C -4.086 5.497 -0.522 0.055 0.074 0.054 -0.0048
C -5.130 6.394 -0.707 -0.019 -0.310 -0.060 -0.1065
N -6.342 6.008 -1.092 -0.255 0.215 -0.036 0.0856
C -6.573 4.720 -1.325 0.345 0.058 0.077 -0.1048
C -5.582 3.755 -1.199 -0.076 -0.062 -0.043 -0.0045
H -0.028 -1.751 -5.321 0.049 0.002 0.044 0.1311
H 1.280 -1.244 -3.226 0.034 0.006 0.067 0.0981
H -3.110 0.624 -3.995 0.010 -0.054 0.012 0.1324
H -3.577 2.287 -2.584 0.017 0.036 0.003 0.1359
H -2.506 3.890 1.239 -0.001 0.038 -0.056 0.1344
H -1.250 3.368 3.081 0.043 -0.009 0.018 0.1314
H 2.615 2.258 3.943 0.036 -0.040 -0.065 0.1291
H 2.800 1.132 1.683 -0.018 -0.020 -0.028 0.1118
H -3.106 5.848 -0.223 -0.033 0.024 0.006 0.1169
H -4.988 7.457 -0.552 0.002 -0.024 0.032 0.1187
H -7.577 4.453 -1.631 0.012 0.006 0.012 0.1189
H -5.800 2.712 -1.397 -0.030 0.034 0.002 0.1199
C 7.269 -0.212 3.072 0.053 -0.126 -0.091 -0.0333
C 6.390 -0.376 1.863 -0.032 0.050 0.099 -0.2483
C 6.770 0.157 0.633 0.016 0.034 -0.008 -0.0124
C 5.933 0.088 -0.468 -0.014 -0.085 -0.119 -0.0355
C 4.701 -0.535 -0.332 -0.094 -0.081 -0.014 -0.2941
C 4.321 -1.134 0.865 0.094 0.063 -0.018 -0.0793
C 5.173 -1.055 1.954 -0.037 0.021 -0.071 -0.0251
S 3.510 -0.451 -1.614 -0.560 0.369 0.035 0.6129
O 4.114 -0.246 -2.893 0.267 -0.033 0.041 -0.2559
O 2.549 -1.520 -1.430 0.221 -0.130 0.023 -0.3679
N 2.595 0.852 -1.201 0.448 -0.752 0.359 -0.2484
C 2.632 2.121 -1.701 0.196 0.320 -0.150 -0.3917
C 3.680 2.744 -2.382 0.018 -0.032 -0.027 0.0110
C 3.490 4.041 -2.804 0.023 -0.065 0.022 -0.0242
C 2.282 4.692 -2.547 0.025 0.065 0.082 -0.0519
C 1.300 4.007 -1.874 -0.315 0.025 0.146 -0.1185
N 1.467 2.746 -1.450 -0.249 -1.245 -0.265 0.0613
H 7.754 0.763 3.066 -0.006 -0.009 0.030 0.0871
H 8.057 -0.968 3.084 -0.014 0.004 -0.012 0.0971
H 6.696 -0.318 3.991 0.020 0.015 0.005 0.0808
H 7.735 0.640 0.538 -0.022 0.022 0.013 0.1276
H 6.235 0.487 -1.429 -0.004 0.046 0.051 0.1192
H 3.370 -1.649 0.920 0.031 -0.053 0.047 0.0661
H 4.892 -1.529 2.888 0.007 0.052 0.009 0.1200
H 4.583 2.192 -2.593 0.031 0.066 -0.004 0.1079
H 4.280 4.555 -3.337 -0.014 -0.016 0.002 0.1253
H 2.114 5.714 -2.855 -0.005 -0.018 -0.019 0.1147
H 0.348 4.473 -1.648 -0.014 -0.045 -0.035 0.1122
C 1.072 -4.877 2.302 -0.086 -0.012 0.069 -0.0902
C -0.035 -4.646 3.327 0.090 0.066 -0.216 -0.2204
C -0.654 -3.255 3.229 0.064 -0.178 0.056 -0.1784
N -1.261 -3.032 1.910 0.092 -0.036 0.090 0.0577
C -0.798 -2.254 0.965 -0.227 0.034 -0.181 -0.6689
S 0.562 -1.231 1.228 -0.133 0.795 -1.341 0.8212
N -1.393 -2.171 -0.258 -0.004 -0.240 0.092 0.1177
C -2.673 -2.546 -0.759 -0.015 0.074 0.012 -0.3535
O -3.134 -1.830 -1.614 -0.048 -0.053 0.056 0.1344
C -3.322 -3.765 -0.237 -0.015 -0.156 0.027 -0.1744
C -2.589 -4.936 -0.024 0.072 0.005 -0.107 -0.0549
C -3.221 -6.065 0.468 0.003 -0.029 0.041 -0.0497
C -4.583 -6.031 0.752 0.048 0.040 -0.044 -0.0395
C -5.319 -4.882 0.496 -0.055 -0.020 0.003 -0.0404
C -4.695 -3.753 -0.009 -0.008 0.139 0.030 0.0000
H 1.554 -5.839 2.476 0.009 0.018 -0.045 0.0835
H 1.838 -4.100 2.363 -0.006 -0.028 -0.006 0.0692
H 0.676 -4.887 1.283 0.062 0.016 0.005 0.0637
H 0.365 -4.752 4.337 -0.078 -0.027 0.020 0.1197
H -0.818 -5.399 3.205 0.016 -0.010 0.092 0.1115
H 0.104 -2.493 3.392 -0.051 0.075 0.015 0.0803
H -1.437 -3.138 3.978 -0.022 0.100 -0.026 0.1312
H -2.033 -3.646 1.672 -0.029 0.031 -0.025 0.1280
H -0.965 -1.471 -0.844 0.050 0.045 -0.087 0.0609
H -1.536 -4.971 -0.285 -0.004 0.009 0.076 0.1242
H -2.653 -6.972 0.629 -0.024 -0.004 -0.027 0.1182
H -5.070 -6.907 1.159 -0.009 -0.001 -0.034 0.1195
H -6.384 -4.866 0.683 0.019 -0.003 0.023 0.1191
H -5.258 -2.851 -0.214 -0.005 -0.032 -0.004 0.1270
```
Positions in Å, forces in eV/Å.

Values from the calculation:
- molecular weight (g mol⁻¹) = 883.0
- Kohn-Sham gap (alpha / beta) (eV) = 6.499 / 5.746
- total charge = +2
- 2S+1 = 2
- ⟨S²⟩ = 0.760

# 4
C29H26N5NiO3 | the ωB97M-V functional and the def2-TZVPD basis

Geometry as XYZ:
```
64
Properties=species:S:1:pos:R:3:forces:R:3:nbo_charge:R:1
Ni -0.679 0.285 0.168 -1.232 -0.730 -0.245 1.0784
O -1.755 0.190 1.945 -0.178 0.146 0.422 -0.7591
C -1.220 -0.109 3.062 -0.287 -0.292 -0.071 0.3958
C -1.780 0.402 4.266 -0.063 -0.013 0.230 -0.3003
C -1.296 0.051 5.498 -0.055 0.094 -0.023 -0.1889
C -0.223 -0.833 5.625 0.238 -0.174 0.358 -0.3285
C 0.354 -1.348 4.490 -0.087 0.061 -0.065 -0.1639
C -0.104 -1.005 3.216 -0.287 0.378 0.171 -0.1934
C 0.471 -1.642 2.077 0.098 -0.235 -0.729 0.1029
N 0.304 -1.247 0.861 -0.226 0.427 0.635 -0.3522
N 0.694 -2.113 -0.124 0.623 -0.876 -0.711 -0.4627
C -0.030 -1.956 -1.206 -0.100 -0.060 0.976 0.5200
O -0.968 -1.109 -1.347 -0.141 0.503 0.078 -0.7687
C 0.243 -2.898 -2.320 0.046 -0.123 -0.336 -0.0121
C -0.688 -3.008 -3.349 -0.009 0.139 0.209 -0.2119
C -0.462 -3.853 -4.418 0.008 -0.095 -0.153 -0.2283
C 0.705 -4.598 -4.477 0.037 -0.087 -0.121 -0.2309
C 1.637 -4.498 -3.454 0.093 -0.090 -0.046 -0.2328
C 1.412 -3.653 -2.383 -0.088 0.034 0.108 -0.2087
H -2.618 1.077 4.168 -0.077 0.067 -0.046 0.2060
H -1.745 0.462 6.393 -0.079 0.056 0.044 0.1915
H 0.141 -1.110 6.604 0.061 -0.011 0.051 0.1925
H 1.198 -2.023 4.570 0.049 -0.115 0.002 0.1896
H 1.029 -2.567 2.239 -0.020 -0.001 -0.139 0.1734
H -1.592 -2.421 -3.282 -0.054 0.084 0.021 0.2354
H -1.200 -3.935 -5.205 -0.012 -0.004 -0.042 0.2030
H 0.890 -5.255 -5.317 -0.003 -0.049 -0.034 0.2007
H 2.543 -5.090 -3.489 0.038 0.001 -0.029 0.2028
H 2.130 -3.569 -1.582 0.023 0.029 0.097 0.2355
C 2.330 2.082 4.620 -0.010 -0.019 -0.182 -0.2130
C 2.644 1.165 3.626 0.236 0.108 0.384 -0.2103
C 1.938 1.128 2.446 -0.601 0.324 -0.755 -0.2124
C 0.870 2.016 2.230 1.458 1.174 2.082 0.1849
C 0.591 2.971 3.230 -0.104 -0.379 -0.527 -0.2184
C 1.306 2.994 4.402 0.165 0.027 0.323 -0.2109
N 0.104 1.972 1.106 -2.440 1.575 -2.723 -0.2375
N -0.530 3.068 0.782 2.766 -1.195 2.796 -0.1917
C -1.503 2.912 -0.122 -1.838 -1.350 -2.441 0.0775
C -2.243 4.008 -0.601 0.645 -0.097 0.523 -0.1928
C -3.264 3.811 -1.503 -0.245 0.291 -0.137 -0.2752
C -3.578 2.531 -1.937 0.260 -0.428 0.144 -0.1952
C -2.849 1.432 -1.474 -0.542 0.256 -0.385 -0.2710
C -1.802 1.593 -0.591 0.939 0.310 0.820 -0.2010
H 2.876 2.088 5.553 0.033 -0.025 0.061 0.2008
H 3.451 0.463 3.791 0.029 -0.060 -0.048 0.2033
H 2.195 0.429 1.665 -0.048 -0.076 -0.067 0.2370
H -0.219 3.661 3.049 -0.063 -0.014 0.077 0.2293
H 1.054 3.714 5.168 -0.020 0.048 0.052 0.2004
H -1.991 4.998 -0.246 -0.021 0.125 0.036 0.2022
H -3.835 4.658 -1.867 0.033 0.010 0.011 0.1969
H -4.386 2.378 -2.641 -0.083 0.032 -0.037 0.1941
H -3.117 0.445 -1.830 0.104 -0.090 0.023 0.2149
C 1.765 -0.651 -4.410 0.343 -0.017 -0.017 -0.4097
N 1.110 0.083 -3.356 -0.319 -0.035 -0.132 -0.4383
C -0.125 0.758 -3.675 -0.121 0.218 0.260 -0.4183
C 1.624 0.127 -2.117 0.643 -0.041 -0.152 0.5536
O 1.170 0.733 -1.169 0.642 0.443 -0.348 -0.6425
H 1.046 -0.858 -5.200 -0.010 -0.054 0.033 0.2095
H 2.146 -1.604 -4.039 0.004 0.027 -0.051 0.2188
H 2.594 -0.073 -4.834 -0.028 -0.069 -0.109 0.1811
H 0.051 1.545 -4.414 -0.031 0.035 -0.052 0.1771
H -0.525 1.194 -2.759 0.030 -0.032 -0.161 0.2645
H -0.854 0.046 -4.065 -0.019 -0.018 0.004 0.1976
H 2.569 -0.446 -2.050 -0.103 -0.071 0.085 0.1099
```
Positions in Å, forces in eV/Å.

Values from the calculation:
- molecular weight (g mol⁻¹) = 551.3
- Kohn-Sham gap (alpha / beta) (eV) = 5.745 / 5.748
- total charge = -1